(1)
DFT (wB97M-V/def2-TZVPD) results for an isolated molecule of C5H5N3.

Calculated values
Largest force on an atom in Eh/bohr: 0.05940
Energy above the lowest of the compared OMol25 structures with the same formula, charge and spin in kcal/mol: 41.3
Frontier orbital gap in eV: 8.3
SMILES: N=c1nccccn1
LUMO in Eh: -0.0388
Net charge: 0

Structure (XYZ):
```
13
C5H5N3, DFT wB97M-V/def2-TZVPD
N 0.23902 0.87418 -2.63374
C 0.09023 0.40962 -1.50067
N -0.98149 0.85780 -0.72841
C -1.28513 0.59444 0.47421
C -0.56402 -0.06384 1.54455
C 0.64926 -0.70582 1.35406
C 1.18330 -1.10593 0.00061
N 0.99675 -0.65177 -1.15787
H -0.37660 1.67117 -2.84610
H -2.23397 0.92801 0.86640
H -1.10340 -0.04263 2.48901
H 1.33945 -1.01391 2.11769
H 2.04660 -1.75132 0.02027
```

Now the Mulliken charges, all in e: -0.61 0.48 -0.53 0.08 -0.26 -0.32 0.01 -0.47 0.29 0.32 0.31 0.33 0.36

(2)
DFT (wB97M-V/def2-TZVPD) results for C5H5N3 as an isolated structure.

Calculated values
Largest force on an atom in Eh/bohr: 0.11354
Energy above the lowest of the compared OMol25 structures with the same formula, charge and spin in kcal/mol: 84.5
Frontier orbital gap in eV: 10.1
LUMO in Eh: 0.0053
Net charge: 0

Structure (XYZ):
```
13
C5H5N3, DFT wB97M-V/def2-TZVPD
C 1.51225 0.28901 -0.00370
C -0.95525 0.45004 -0.06033
C -2.10007 -0.34872 -0.15102
C -3.20131 -0.86622 0.04350
C 2.58355 -0.73466 -0.14336
H 2.52431 1.96431 -0.01223
H 0.24926 -1.46862 0.61119
H -0.89668 1.14298 0.74458
H -0.83748 1.11638 -0.94231
H -4.21520 -1.20794 0.00737
N 1.61202 1.56287 0.03966
N 0.29850 -0.34021 -0.11747
N 3.42611 -1.55921 -0.01588
```

Now the Mulliken charges, all in e: 0.53 -0.47 -0.45 0.03 0.18 0.23 0.36 0.35 0.25 0.43 -0.63 -0.42 -0.40

(3)
DFT (wB97M-V/def2-TZVPD) results for an isolated molecule of C5H5N3.

Calculated values
Largest force on an atom in Eh/bohr: 0.29761
Energy above the lowest of the compared OMol25 structures with the same formula, charge and spin in kcal/mol: 128.5
Frontier orbital gap in eV: 10.4
SMILES: [H]/N=C/N[C@H](C#C)C#N
LUMO in Eh: 0.0176
Net charge: 0

Structure (XYZ):
```
13
C5H5N3, DFT wB97M-V/def2-TZVPD
H 3.68552 0.01206 -0.30752
N 2.92132 -0.57612 -0.29109
C 1.85252 0.11746 0.04241
N 0.59521 -0.58817 -0.11230
C -0.44614 -0.19015 0.76740
C -1.56662 -0.75998 0.30341
C -2.42883 -1.36504 -0.48490
C -0.80654 1.28250 0.29761
N -0.96289 2.32461 -0.46966
H 1.69134 1.15728 0.14697
H 0.68429 -1.68536 -0.04406
H -0.28034 -0.17847 1.82331
H -3.28269 -1.93660 -1.06299
```

Now the Mulliken charges, all in e: 0.25 -0.61 0.00 -0.38 0.60 -0.64 -0.21 0.12 -0.47 0.35 0.33 0.30 0.35

(4)
DFT (wB97M-V/def2-TZVPD) results for an isolated molecule of C5H5N3O.

Calculated values
Largest force on an atom in Eh/bohr: 0.09756
Energy above the lowest of the compared OMol25 structures with the same formula, charge and spin in kcal/mol: 154.8
Frontier orbital gap in eV: 9.3
SMILES: C1=NO[C@H]2C1=NN1C[C@@H]21
LUMO in Eh: -0.0033
Net charge: 0

Structure (XYZ):
```
14
C5H5N3O, DFT wB97M-V/def2-TZVPD
C -0.00756 -1.49337 -1.16158
N 0.87775 -0.90132 -1.81124
O 0.79721 0.50034 -1.71805
C -0.20749 0.81533 -0.53076
C -0.66381 -0.58502 -0.21248
N -1.06049 -0.86746 1.00848
N -0.79822 0.48290 1.60747
C 0.64341 0.47213 1.89132
C 0.10573 1.33352 0.77620
H 0.28015 -2.63001 -0.99462
H -1.13609 1.51769 -0.79764
H 1.08531 -0.49860 1.78417
H 1.12159 1.04667 2.82010
H -0.08370 2.30706 0.72331
```

Now the Mulliken charges, all in e: -0.28 -0.23 -0.26 0.35 0.36 -0.51 -0.28 -0.23 -0.39 0.33 0.26 0.28 0.22 0.38

(5)
DFT (wB97M-V/def2-TZVPD) results for an isolated molecule of C5H5N3O.

Calculated values
Largest force on an atom in Eh/bohr: 0.04656
Energy above the lowest of the compared OMol25 structures with the same formula, charge and spin in kcal/mol: 74.1
Frontier orbital gap in eV: 8.5
SMILES: O=C1/C=C\N=C/N/N=C\1
LUMO in Eh: -0.0269
Net charge: 0

Structure (XYZ):
```
14
C5H5N3O, DFT wB97M-V/def2-TZVPD
O 1.35107 -0.62375 -2.23177
C 0.57794 -0.39808 -1.30367
C -0.06562 -1.50695 -0.51955
C -0.15846 -1.58696 0.80915
N 0.17883 -0.62200 1.83430
C -0.23039 0.57914 1.84378
N -1.01995 1.35709 0.97889
N -0.74414 1.59042 -0.36290
C 0.14179 1.02421 -1.10081
H -0.21984 -2.39700 -1.10460
H -0.32314 -2.56238 1.26343
H 0.04522 1.17122 2.69295
H -1.33564 2.21095 1.39387
H 0.53013 1.62047 -1.91690
```

Now the Mulliken charges, all in e: -0.52 0.56 -0.58 -0.03 -0.51 0.09 -0.08 -0.52 -0.15 0.35 0.37 0.31 0.32 0.40

(6)
DFT (wB97M-V/def2-TZVPD) results for an isolated ion of composition C5H5N4O and charge -1.

Calculated values
Largest force on an atom in Eh/bohr: 0.03198
Frontier orbital gap (alpha / beta) in eV: 5.8 / 6.7
LUMO (alpha / beta) in Eh: 0.1211 / 0.1397
Net charge: -1

Structure (XYZ):
```
15
C5H5N4O, DFT wB97M-V/def2-TZVPD
C 1.95759 -1.43552 -0.41087
C 0.72092 -0.91581 0.09103
C -0.18982 1.37052 -0.49563
C -1.46648 1.54038 0.00920
C -0.16427 -1.45860 0.95124
N 2.52726 -0.55287 -1.20047
N 1.80290 0.52048 -1.28265
N 0.67498 0.35101 -0.51909
N -2.17592 0.65261 0.69561
O -3.36489 0.98465 1.03501
H 2.38423 -2.39971 -0.21168
H 0.22339 2.21052 -1.04208
H -1.90666 2.52120 -0.20763
H -1.07158 -0.95752 1.22840
H 0.04837 -2.43134 1.35961
```

Now the Mulliken charges, all in e: -0.78 0.87 -0.12 -0.25 -1.22 -0.45 -0.91 0.69 -0.14 -0.63 0.42 0.34 0.34 0.55 0.28